# 1
The following is a quantum chemistry calculation of a 4-piece molecular cluster, C3H14NO4 overall in a non-equilibrium geometry, from the Open Molecules 2025 dataset.

The geometry in XYZ format:
```
22
Properties=species:S:1:pos:R:3:forces:R:3
C -0.83692 0.93100 -1.09227 2.0517 -0.8828 1.7486
N 0.15666 0.04373 -0.36740 -1.0258 1.8063 1.0091
C -0.46803 0.08236 1.12910 -0.9396 -4.0555 -3.0604
O -0.66200 -1.14774 1.63987 -0.6547 -0.1920 -1.0209
C -0.46692 1.42823 -2.42542 -1.7529 1.0763 -2.1186
H -0.92310 1.80007 -0.39363 -0.0023 -0.3685 -0.8526
H -1.80831 0.49346 -1.10818 -1.0244 -0.6749 -0.0646
H 0.29739 -0.91729 -0.73427 -0.9845 1.0378 0.3622
H 0.17825 0.57696 1.73063 2.3718 2.5398 1.7277
H -1.40717 0.58642 0.98999 -0.5904 0.7719 0.1473
H 0.23355 2.17641 -2.41258 2.0268 2.1968 0.9605
H 0.04119 0.86200 -3.20395 -0.8863 -1.2080 0.0701
H -1.35545 2.03076 -2.83339 0.8808 -1.2361 0.0409
H 2.76761 0.43489 0.29149 -0.1111 -0.0685 -0.4265
H 2.55113 1.85980 0.51917 -1.0988 1.2015 0.6627
O 3.12533 1.29803 0.04547 1.1943 -1.0704 -0.3735
H 0.08485 -2.12615 2.92620 -2.1566 -0.4150 -0.9729
H 1.04579 -1.08802 2.76341 -0.1261 -2.1924 1.1719
O 0.93463 -1.96923 3.26250 3.2169 2.1206 0.7005
H -0.65639 -2.10798 0.33104 -1.1512 -0.5273 -0.2054
H -1.88277 -2.57393 -0.57310 -0.8363 0.2977 0.1992
O -0.94933 -2.67375 -0.48468 1.5987 -0.1572 0.2948
```
Forces are in eV/Å.

- Energy relative to the best compared isomer or geometry (same formula, charge and spin): 61.9 kcal per mole
- Total charge: -1
- Gap between HOMO and LUMO: 7.67 eV
- Highest occupied orbital energy: -3.970 eV
- Calculated total energy: -13017.2342 eV



# 2
The following is a quantum chemistry calculation of a 2-piece molecular cluster, C3H12N3O overall, from the Open Molecules 2025 dataset.

The geometry in XYZ format:
```
19
Properties=species:S:1:pos:R:3:forces:R:3
C -0.56117 1.79207 -0.24404 -0.2856 0.2103 -0.0257
N -0.87480 1.14183 -1.55349 -0.0186 -0.0083 0.0239
C -1.51340 -0.19858 -1.39674 -0.1711 -0.1562 -0.3071
H -0.17159 2.79035 -0.42613 0.1903 -0.0957 -0.0359
H -1.49524 1.89282 0.30490 0.0471 -0.1475 0.0563
H 0.14728 1.16293 0.28010 0.0952 0.0233 0.0402
H -0.02048 1.01999 -2.09295 0.2278 0.0986 -0.0221
H -1.48452 1.76879 -2.08361 0.0830 -0.1806 -0.0857
H -0.87789 -0.80961 -0.76664 -0.0536 0.1031 0.3115
H -1.58615 -0.69573 -2.36055 -0.0101 0.2074 -0.1419
H -2.51251 -0.04884 -0.99919 0.0735 -0.1217 0.2230
N 0.54128 -2.05650 1.11880 0.4266 0.0066 -0.0641
C 1.49807 -1.05257 0.97301 0.2635 -0.1850 0.5345
N 1.94247 -0.50168 2.14815 -0.3370 0.0670 -0.5275
O 1.91153 -0.69105 -0.11511 -0.4589 0.2572 -0.2698
H 0.68273 -2.64113 1.93198 -0.1835 0.0971 0.1464
H 0.53581 -2.63359 0.29282 -0.0865 -0.1032 -0.1788
H 2.46839 0.34971 2.01677 0.0507 -0.1321 0.2590
H 1.37020 -0.58919 2.97192 0.1471 0.0597 0.0639
```
Forces are in eV/Å.

- Energy relative to the best compared isomer or geometry (same formula, charge and spin): 17.0 kcal per mole
- Total charge: +1
- Gap between HOMO and LUMO: 10.40 eV
- Highest occupied orbital energy: -13.628 eV
- Calculated total energy: -9818.0761 eV



# 3
The following is a quantum chemistry calculation of one molecule with the formula C3H4OS in a non-equilibrium geometry, from the Open Molecules 2025 dataset.

The geometry in XYZ format:
```
9
Properties=species:S:1:pos:R:3:forces:R:3
C -0.30037 0.48609 -0.05336 -0.0218 0.3888 -0.0192
C 1.17509 0.77988 0.01540 -0.5126 0.4274 -0.0455
O 1.64081 1.89107 0.02000 -0.0981 -0.1059 0.0113
C 2.02705 -0.43914 0.07962 1.5242 -0.3693 -0.0186
S 3.63931 -0.38521 -0.02774 -0.7126 -0.1184 0.0479
H -0.61173 -0.01297 0.86327 -0.0402 -0.1059 0.0566
H -0.85967 1.41021 -0.17025 -0.0083 0.0026 0.0023
H -0.50898 -0.18026 -0.88829 -0.0339 -0.1110 -0.0459
H 1.51909 -1.39340 0.19139 -0.0966 -0.0083 0.0110
```
Forces are in eV/Å.

- Energy relative to the best compared isomer or geometry (same formula, charge and spin): 17.1 kcal per mole
- Gap between HOMO and LUMO: 7.80 eV
- Highest occupied orbital energy: -9.210 eV
- Calculated total energy: -16057.3695 eV



M (g/mol)
128.15 106.15 88.13